No. 1
Molecular formula: CH5N2Si
Method: DFT, ωB97M-V/def2-TZVPD

Its orbital gap is 9.84 eV. The relative energy (zero: lowest compared OMol25 entry of this formula, charge and spin) comes out at 1.7582 eV. Its spin multiplicity is 1. Its SMILES is C[Si@@H]1N=[NH+]1. The calculation puts the calculated total energy at -439.7483 hartree. As for the net charge: +1. The HOMO energy is -15.473 eV. Its LUMO energy is -0.2070 Ha.

Geometry as XYZ:
```
9
Properties=species:S:1:pos:R:3:forces:R:3:lowdin_charge:R:1
Si -0.1860 0.8472 0.0098 -1.5254 -2.0899 -0.0967 0.8617
N -1.6554 -0.0147 0.7722 -0.6817 0.0672 0.5455 0.0511
N -1.6348 -0.3058 -0.4128 2.9245 1.2003 -0.4843 -0.0379
C 1.3284 -0.1200 0.3313 1.6962 -0.2271 -0.5909 -0.1990
H 2.0068 -0.1720 -0.5869 -0.4964 0.7761 1.3488 0.0818
H 1.8644 0.0662 1.3047 -0.3642 0.3040 -1.2246 0.0762
H 1.0776 -1.1709 0.3816 -0.7451 -0.3557 0.2444 0.0383
H -2.1041 -1.0054 -0.9640 -1.2228 -0.7339 0.3211 0.1389
H -0.6969 1.8753 -0.8359 0.4148 1.0590 -0.0631 -0.0112
```
Positions in Å, forces in eV/Å.

No. 2
Molecular formula: CH5N3
Method: DFT, ωB97M-V/def2-TZVPD

Its orbital gap (spin up / spin down) is 8.59 / 9.62 eV. The relative energy (zero: lowest compared OMol25 entry of this formula, charge and spin) comes out at 7.8038 eV. Its spin multiplicity is 1. The calculation puts the calculated total energy at -205.1043 hartree. The HOMO energy (spin up / spin down) is -8.604 / -9.197 eV. Its LUMO energy (spin up / spin down) is -0.0004 / 0.0155 Ha.

Geometry as XYZ:
```
9
Properties=species:S:1:pos:R:3:forces:R:3:lowdin_charge:R:1
N 1.8779 -0.4566 -0.2505 1.3557 -0.2182 -1.5282 -0.1000
N 0.9788 0.5529 -0.3499 -0.9448 0.6683 -0.3362 -0.0221
N 1.8875 0.6120 0.6975 -0.8581 -0.4904 4.1596 -0.0896
C -1.8672 0.0758 -0.4210 -0.4072 0.6588 -0.2526 0.0500
H -1.6107 -0.9517 -0.4880 0.1939 -0.6265 0.2503 -0.0393
H -2.1928 0.5496 -1.3386 0.1061 0.1002 0.1850 -0.0167
H 1.3852 0.3295 1.7057 1.1112 0.8118 -3.1829 0.1564
H 1.4437 -1.3363 -0.0652 -0.6058 -0.6992 0.8134 0.0813
H -1.9025 0.6248 0.5100 0.0489 -0.2048 -0.1084 -0.0200
```
Positions in Å, forces in eV/Å.

No. 3
Molecular formula: CH5N3
Method: DFT, ωB97M-V/def2-TZVPD

Its orbital gap is 10.20 eV. The relative energy (zero: lowest compared OMol25 entry of this formula, charge and spin) comes out at 3.8082 eV. Its spin multiplicity is 1. Its SMILES is [H]/N=C/NN. The calculation puts the calculated total energy at -205.2511 hartree. The HOMO energy is -9.208 eV. Its LUMO energy is 0.0365 Ha.

Geometry as XYZ:
```
9
Properties=species:S:1:pos:R:3:forces:R:3:lowdin_charge:R:1
N -0.4324 -0.6590 0.6029 -1.5247 -0.2197 1.2116 -0.1697
N -1.4046 -0.0340 -0.2601 2.8812 -0.9323 -1.9618 -0.0413
N 1.2815 -0.0116 -0.6730 1.2481 -1.1010 1.4821 0.0672
C 0.6697 0.1503 0.4482 0.5128 0.4728 -1.9626 -0.3444
H -0.6323 0.2848 -1.1217 -4.0621 0.0336 2.6365 0.1643
H -2.0930 0.4279 0.3356 0.5344 0.7721 -1.1258 0.0646
H 2.2105 0.3942 -0.7139 -0.2805 0.9654 -0.2757 0.0407
H -0.2651 -1.6279 0.3474 0.0761 0.3712 -0.4577 0.1008
H 0.6657 1.0752 1.0347 0.6147 -0.3621 0.4535 0.1178
```
Positions in Å, forces in eV/Å.

No. 4
Molecular formula: CH5N3
Method: DFT, ωB97M-V/def2-TZVPD

Its orbital gap is 10.74 eV. The relative energy (zero: lowest compared OMol25 entry of this formula, charge and spin) comes out at 2.0116 eV. Its spin multiplicity is 1. Its SMILES is [H]/N=C\NN. The calculation puts the calculated total energy at -205.3172 hartree. The HOMO energy is -9.618 eV. Its LUMO energy is 0.0412 Ha.

Geometry as XYZ:
```
9
Properties=species:S:1:pos:R:3:forces:R:3:lowdin_charge:R:1
N 2.0019 -0.0349 0.0912 -0.0975 0.3018 -0.2181 0.0600
N -0.3131 0.5266 -0.3182 0.4111 0.5638 1.6273 -0.1255
N -1.5528 -0.0343 0.1405 0.3560 0.2007 0.1304 -0.0340
C 0.8054 -0.3542 -0.1848 -0.3550 1.3011 -0.1896 -0.3379
H -0.1754 1.4472 0.1956 -0.0609 -1.6234 -1.0258 0.1357
H -1.4242 -0.6856 0.9255 -0.0470 0.3039 -0.6207 0.0749
H 0.4983 -1.3806 -0.4398 0.4097 0.2284 0.2926 0.1108
H 2.1664 0.9897 0.2340 -0.5285 -1.0689 -0.0545 0.0544
H -2.0066 -0.4739 -0.6440 -0.0879 -0.2075 0.0583 0.0616
```
Positions in Å, forces in eV/Å.

No. 5
Molecular formula: CH5N3
Method: DFT, ωB97M-V/def2-TZVPD

Its orbital gap is 10.58 eV. The relative energy (zero: lowest compared OMol25 entry of this formula, charge and spin) comes out at 2.1275 eV. Its spin multiplicity is 1. Its SMILES is [H]/N=C\NN. The calculation puts the calculated total energy at -205.3129 hartree. The HOMO energy is -9.592 eV. Its LUMO energy is 0.0364 Ha.

Geometry as XYZ:
```
9
Properties=species:S:1:pos:R:3:forces:R:3:lowdin_charge:R:1
N -0.2410 -0.6346 0.1280 2.5185 1.5878 -0.2454 -0.1148
N -1.1383 0.4470 0.1819 0.1451 0.1693 -0.0915 -0.0193
N 2.1242 0.4541 0.0436 -2.2724 -0.6533 0.1100 0.0602
C 1.2116 -0.4604 0.1391 -0.1874 -0.6076 0.0483 -0.2873
H -1.2531 0.8316 -0.7547 0.0731 -0.1097 0.2797 0.0758
H -0.5597 -1.4528 0.6237 0.1112 0.0937 0.0152 0.1018
H -0.8015 1.1873 0.7988 -0.0340 -0.2431 -0.1210 0.0728
H 1.6312 -1.4628 0.2183 -0.1055 -0.1628 0.0634 0.0905
H 1.7748 1.4118 -0.0211 -0.2487 -0.0743 -0.0586 0.0203
```
Positions in Å, forces in eV/Å.

No. 6
Molecular formula: CH5N3O
Method: DFT, ωB97M-V/def2-TZVPD

Its orbital gap is 10.51 eV. The relative energy (zero: lowest compared OMol25 entry of this formula, charge and spin) comes out at 2.4612 eV. Its spin multiplicity is 1. Its SMILES is N/N=N/CO. The calculation puts the calculated total energy at -280.5141 hartree. The HOMO energy is -9.407 eV. Its LUMO energy is 0.0407 Ha.

Geometry as XYZ:
```
10
Properties=species:S:1:pos:R:3:forces:R:3:lowdin_charge:R:1
O -0.6983 -1.2018 1.4417 0.3886 1.7548 -1.0171 -0.1253
N 0.2966 0.0953 -0.3262 0.4994 3.1616 -2.2026 -0.0630
N -0.4436 1.0859 -0.1209 1.0300 -0.9397 -0.2532 -0.0807
N -0.0996 2.1835 -0.8800 -0.7071 -0.1378 0.5871 -0.0076
C 0.1765 -1.1532 0.2414 -1.1514 -2.4982 0.9557 -0.3060
H -0.7511 3.0002 -0.7603 1.3269 -1.5828 -0.4785 0.1075
H 1.2436 -1.5950 0.3653 -1.7002 1.0171 0.7401 0.1329
H -0.2103 -1.8938 -0.5786 0.0792 1.3759 1.3611 0.1371
H 0.6086 2.0614 -1.6354 -1.0066 0.2208 0.9366 0.1035
H -1.1058 -0.2640 1.5721 1.2411 -2.3716 -0.6291 0.1015
```
Positions in Å, forces in eV/Å.